No. 1
This record from OMol25 describes C28H32Cl3N4O5OsPS2 as an isolated structure. The level of theory is wB97M-V/def2-TZVPD.

Summary:
Spin multiplicity ... 2
E_HOMO (spin up / spin down) ... -0.376 / -0.375 Ha
⟨S²⟩ ... 0.76
Net charge ... +1
Gap between HOMO and LUMO (spin up / spin down) ... 8.0 / 7.0 eV
Electronic energy ... -116741.624 eV

```
76
C28H32Cl3N4O5OsPS2 (wB97M-V/def2-TZVPD)
Os 1.03659 1.72681 -0.03773
C -0.14656 -0.26184 4.72393
C -1.01827 0.30186 3.62531
O -0.54190 -0.04382 2.29867
P 0.86963 0.40635 1.74892
S 0.31249 0.61973 -1.96659
S 1.41839 2.32106 2.24534
O 1.80343 -0.74859 2.29174
C 3.25610 -0.70327 2.23398
C 3.78448 -1.53396 3.37590
H -0.62620 -0.09176 5.68854
H 0.82892 0.22434 4.74490
H -0.00149 -1.33314 4.58995
H -1.08176 1.39038 3.68112
H -2.02324 -0.11112 3.66401
H 3.57731 0.33644 2.30559
H 3.56017 -1.09583 1.26421
H 3.48348 -1.11268 4.33461
H 4.87376 -1.55765 3.33559
H 3.41525 -2.55689 3.30938
C -3.03887 -4.03323 0.16255
O -2.71869 -2.74977 -0.35938
C -2.37338 -2.68029 -1.67133
C -2.27571 -3.76475 -2.52924
C -1.91027 -3.56705 -3.85663
C -1.66280 -2.29460 -4.33870
C -1.77515 -1.20356 -3.48516
C -2.09836 -1.39401 -2.15348
N -2.18520 -0.31998 -1.23416
C -1.26282 0.62182 -1.07239
N 1.14708 -0.82176 -1.66776
C 2.50151 -0.46199 -1.32582
C 2.74660 0.72840 -0.63542
C 4.07089 1.08890 -0.39789
C 5.10469 0.25057 -0.79098
C 4.84929 -0.94442 -1.45323
C 3.53623 -1.29667 -1.74224
O 3.14940 -2.40252 -2.43643
C 4.16658 -3.30199 -2.85493
N -1.26126 1.70775 -0.36589
C -2.37012 2.36939 0.22131
C -2.38928 3.75219 0.08201
C -3.40845 4.51730 0.61875
C -4.42175 3.89253 1.32687
C -4.41026 2.51698 1.50200
C -3.38609 1.74762 0.96257
O -3.29799 0.39413 1.13906
C -4.31477 -0.25231 1.89578
H -3.32210 -3.87715 1.19930
H -2.17324 -4.69705 0.12314
H -3.87431 -4.48027 -0.37929
H -2.47419 -4.76490 -2.17425
H -1.83355 -4.42164 -4.51490
H -1.40695 -2.13975 -5.37739
H -1.63287 -0.20039 -3.86542
H -2.83313 -0.40586 -0.45060
H 1.11147 -1.46645 -2.45358
H 4.29410 2.00894 0.12776
H 6.12975 0.52818 -0.58257
H 5.66978 -1.57435 -1.76347
H 3.65746 -4.12258 -3.35108
H 4.72484 -3.68443 -1.99833
H 4.85179 -2.82054 -3.55554
H -1.57870 4.21474 -0.46791
H -3.40903 5.59028 0.48828
H -5.22643 4.47249 1.75777
H -5.20209 2.05109 2.06855
H -4.02764 -1.29936 1.93541
H -5.28885 -0.15554 1.41290
H -4.36542 0.15173 2.90845
Cl 0.32246 6.69317 -2.28748
C 1.86336 5.82123 -2.19182
Cl 2.50741 5.52436 -3.81075
Cl 3.02230 6.71623 -1.21033
C 1.60455 4.52844 -1.55591
N 1.39757 3.53430 -1.02819
```

No. 2
This record from OMol25 describes C28H32ClF6N14O3PS2Ti as an isolated structure in a non-equilibrium geometry. The level of theory is wB97M-V/def2-TZVPD.

Summary:
Spin multiplicity ... 2
E_HOMO (spin up / spin down) ... -0.138 / -0.138 Ha
⟨S²⟩ ... 0.75
Net charge ... -1
Gap between HOMO and LUMO (spin up / spin down) ... 5.2 / 5.4 eV
Electronic energy ... -139469.019 eV

```
88
C28H32ClF6N14O3PS2Ti (wB97M-V/def2-TZVPD)
Ti -2.14490 1.13657 1.54500
N -4.53776 3.35126 1.68685
C -3.25610 3.84115 1.66325
N -2.92127 5.08915 1.95114
N -1.60129 5.14198 1.77003
N -1.14314 4.00798 1.39352
N -2.16735 3.12225 1.30119
C -4.84161 2.17613 1.05149
N -6.05336 1.74688 0.73720
N -5.86130 0.58618 0.10500
N -4.60802 0.31444 0.05390
N -3.90144 1.30332 0.63786
H -5.28328 3.99974 1.87692
O -2.43552 -5.01630 -1.14918
S -3.60531 -4.25021 -0.76922
O -4.21702 -4.62896 0.47651
N -3.23313 -2.64445 -0.81197
C -3.96360 -2.03921 -1.73157
S -3.85908 -0.37757 -2.02760
C -4.89408 -2.87342 -2.48609
C -5.81783 -2.48919 -3.45323
C -6.66912 -3.45218 -3.96579
C -6.60834 -4.77602 -3.53250
C -5.67568 -5.16569 -2.57980
C -4.82875 -4.20503 -2.07853
H -5.86780 -1.45567 -3.76345
H -7.40136 -3.17349 -4.71208
H -7.30344 -5.49967 -3.93469
H -5.61485 -6.18880 -2.23452
F -1.73530 -0.58633 2.75394
P -2.82884 -0.20367 3.98519
F -2.63703 1.44277 3.54089
F -1.56470 -0.01662 4.95283
F -3.83878 0.25748 5.11249
F -3.98394 -0.26198 2.85765
F -2.97269 -1.73236 4.33075
C 0.04575 -2.41769 -1.78466
C -0.36583 -2.20370 -0.32437
C -0.95399 -0.91018 -0.10432
N -1.39064 0.14340 0.07284
H 0.46369 -3.41546 -1.88760
H 0.78415 -1.68105 -2.09570
H -0.83021 -2.33904 -2.42324
H 0.49889 -2.31199 0.33863
H -1.12643 -2.94305 -0.05814
C 6.09027 0.86647 1.19152
C 4.68563 1.30272 1.64495
C 3.84797 0.02710 1.78942
C 4.84696 1.97444 3.01674
C 4.08548 2.34430 0.63659
O 5.02176 3.42014 0.49600
C 3.86526 1.80091 -0.79293
C 2.62689 0.94172 -1.14074
C 3.05196 -0.03514 -2.20697
C 3.17197 0.37336 -3.53092
C 3.72938 -0.46205 -4.48632
C 4.14918 -1.72986 -4.11826
Cl 4.87537 -2.77322 -5.29724
C 3.99545 -2.17765 -2.81796
C 3.44968 -1.32515 -1.87207
C 2.84749 3.13124 1.15792
N 1.75378 2.42872 1.77904
C 0.62395 1.99485 1.21332
N -0.17289 1.49219 2.14858
C 0.52168 1.67650 3.29956
N 1.68324 2.24030 3.11072
H 6.45618 0.10736 1.88169
H 6.79094 1.70071 1.21682
H 6.09005 0.42821 0.19328
H 4.20161 -0.52970 2.65678
H 3.96638 -0.61104 0.91560
H 2.79080 0.22258 1.94266
H 5.42991 1.32676 3.67141
H 3.88509 2.15838 3.48337
H 5.37951 2.91800 2.90502
H 5.77771 3.10089 -0.00696
H 4.75574 1.22595 -1.05564
H 3.85554 2.67840 -1.44525
H 1.82918 1.58448 -1.51657
H 2.25426 0.40464 -0.27118
H 2.82095 1.35588 -3.81911
H 3.85602 -0.13455 -5.50780
H 4.30821 -3.17163 -2.53516
H 3.32174 -1.68364 -0.85940
H 2.44431 3.69159 0.31318
H 3.23447 3.84278 1.88594
H 0.38529 2.06943 0.16836
H 0.16729 1.40092 4.27519
```

No. 3
This record from OMol25 describes a 4-piece molecular cluster, C28H32ClNO13S overall in a non-equilibrium geometry. The level of theory is wB97M-V/def2-TZVPD.

Summary:
E_HOMO ... -0.207 Ha
Net charge ... 0
Gap between HOMO and LUMO ... 6.0 eV
Electronic energy ... -81006.751 eV

```
76
C28H32ClNO13S (wB97M-V/def2-TZVPD)
O 2.34910 0.50416 0.31690
C 1.17266 -0.28242 0.01330
C 0.86126 -1.59094 0.86607
C -0.47464 -2.37036 0.50199
C -1.40830 -1.84574 -0.65399
C -1.10170 -0.54161 -1.54801
C 0.22858 0.23476 -1.18054
N -2.02255 -0.12319 -2.63488
C -3.43861 -0.02387 -2.19782
C -4.23641 1.32023 -2.55010
Cl -3.52717 2.71832 -3.50350
C -5.75362 1.43437 -2.02767
C -6.43078 0.23244 -1.21997
C -5.66073 -1.13867 -0.89130
C -4.15532 -1.22442 -1.39605
S -3.03416 -2.70141 -1.08744
H 2.39769 1.18539 -0.41342
H 1.52884 -1.96301 1.74045
H -0.78933 -3.31965 1.06833
H 0.56897 1.21180 -1.71282
H -1.67234 0.74568 -3.07035
H -6.33515 2.42026 -2.24786
H -7.51210 0.29652 -0.82173
H -6.16319 -2.01148 -0.30406
C 1.67824 2.19478 4.72765
C 1.41121 3.20713 3.63440
C 2.40640 3.15667 2.51494
O 2.37809 4.48954 2.02088
C 2.03017 5.28160 3.07580
O 2.11775 6.48134 3.08250
O 1.57426 4.53489 4.12298
H 1.67075 1.17525 4.33384
H 2.64156 2.38189 5.21095
H 0.91708 2.27263 5.50957
H 0.38456 3.10427 3.26507
H 2.12104 2.44759 1.73483
H 3.42620 2.93251 2.84497
C 5.48034 5.79505 -0.04987
C 6.09976 4.46423 -0.42087
C 6.23546 4.25695 -1.89972
O 6.18631 2.84114 -2.01520
C 5.44363 2.39664 -0.96048
O 5.01296 1.27872 -0.85463
O 5.24924 3.38742 -0.04278
H 6.06941 6.62887 -0.44037
H 4.45792 5.87347 -0.43049
H 5.41587 5.89249 1.03769
H 7.05928 4.33621 0.09292
H 7.17856 4.64546 -2.29086
H 5.40777 4.67966 -2.47889
C 2.46722 -2.97721 -5.41705
C 1.51446 -3.69349 -4.48370
C 0.34666 -2.85460 -4.05918
O 0.01278 -3.41105 -2.79561
C 1.17010 -3.92720 -2.28883
O 1.31335 -4.28382 -1.14930
O 2.14498 -3.98239 -3.24233
H 1.95821 -2.64759 -6.32648
H 2.91904 -2.10915 -4.92833
H 3.29084 -3.63987 -5.69870
H 1.18859 -4.64088 -4.92820
H -0.49534 -2.93163 -4.75094
H 0.59513 -1.79755 -3.91575
C -4.77604 -3.73002 5.01860
C -5.23014 -3.53157 3.58815
C -5.35195 -4.80954 2.81514
O -5.12961 -4.37874 1.47841
C -4.33085 -3.27925 1.55905
O -3.75811 -2.77589 0.60796
O -4.25018 -2.81974 2.83922
H -5.46661 -4.37513 5.56773
H -3.77445 -4.16797 5.05672
H -4.71457 -2.76670 5.53302
H -6.16190 -2.95540 3.56274
H -6.33879 -5.26658 2.91649
H -4.58765 -5.55066 3.07079
```

No. 4
This record from OMol25 describes C28H32FN5O8Pr as an isolated structure in a non-equilibrium geometry. The level of theory is wB97M-V/def2-TZVPD.

Summary:
Spin multiplicity ... 3
E_HOMO (spin up / spin down) ... -0.079 / -0.079 Ha
⟨S²⟩ ... 2.00
Net charge ... -1
Gap between HOMO and LUMO (spin up / spin down) ... 2.1 / 2.1 eV
Electronic energy ... -70174.023 eV

```
75
C28H32FN5O8Pr (wB97M-V/def2-TZVPD)
Pr -0.61747 -0.64449 -3.29811
O -3.24726 -1.31493 -3.63059
C -3.48749 -2.19279 -4.72153
C -2.91178 -1.64729 -6.03125
N -1.54372 -1.13052 -5.88878
C -0.55571 -2.13780 -6.27169
C -0.61773 -3.30447 -5.22366
O -0.68062 -4.45666 -5.64679
O -0.64711 -2.89668 -4.02175
C -1.42726 0.16382 -6.56101
C -2.30556 1.17782 -5.76628
O -3.00861 1.96621 -6.39851
O -2.21262 1.04392 -4.50313
H -3.34195 -0.39803 -3.95753
H -3.03439 -3.14666 -4.46240
H -4.56653 -2.34166 -4.85387
H -2.95525 -2.44011 -6.78842
H -3.55216 -0.83068 -6.37322
H -0.72974 -2.53587 -7.27844
H 0.44872 -1.70609 -6.22305
H -0.38963 0.50863 -6.52479
H -1.76028 0.13261 -7.60502
C 4.07732 -1.69203 2.69446
C 2.83346 -2.56076 2.51073
N 1.92191 -2.04438 1.50401
C 2.16626 -2.31979 0.18722
C 1.33401 -2.02017 -0.83628
C 1.96798 -2.15426 -2.24479
O 2.93089 -2.91520 -2.32971
O 1.52657 -1.38178 -3.14629
C 0.02809 -1.48971 -0.50679
O -0.96519 -1.46242 -1.26827
C -0.10939 -0.98221 0.84214
C -1.21466 -0.17878 1.13673
C -1.29830 0.40541 2.36326
F -2.35572 1.19618 2.66868
C -0.31040 0.25622 3.32921
C 0.75963 -0.58597 3.06283
C 0.85787 -1.22741 1.83011
N -0.26223 1.10561 4.47624
C -0.46082 2.51485 4.18642
C 0.25054 3.31514 5.25349
N -0.35661 2.92458 6.57886
C -0.24286 1.45105 6.84162
C -0.91491 0.70104 5.69379
H 4.70613 -2.09504 3.48969
H 3.79639 -0.66660 2.93845
H 4.65616 -1.66692 1.77122
H 2.28778 -2.65137 3.44990
H 3.12852 -3.56455 2.20425
H 3.11933 -2.78393 -0.03385
H -1.94358 0.00200 0.35771
H 1.54205 -0.66207 3.80523
H -1.52589 2.80266 4.16732
H -0.02003 2.73012 3.20253
H 0.12243 4.38807 5.11603
H 1.30897 3.06245 5.27469
H -1.35106 3.15480 6.52329
H 0.05832 3.45619 7.34298
H -0.70243 1.23254 7.80479
H 0.81605 1.20396 6.86374
H -1.99771 0.92477 5.69924
H -0.79206 -0.37114 5.84328
N 0.09487 1.21705 -2.14963
C 0.56651 1.74961 -1.05806
C 1.83750 1.34849 -0.45809
C 2.35167 1.94399 0.66532
C 1.69630 3.00932 1.30904
C 0.47392 3.44279 0.76044
C -0.07873 2.84944 -0.34901
H 2.38963 0.56875 -0.96879
H 3.31243 1.60499 1.05549
H 2.18716 3.54778 2.11817
H -0.04574 4.28690 1.21844
H -1.01420 3.21141 -0.76171
```

> Which formula does entry 3 have?

C28H32ClNO13S